8 unconnected molecules or ions with the total composition C26H42Br6O15 at a distorted geometry, computed with ωB97M-V/def2-TZVPD.

Last column: Löwdin charge in e.
Geometry (Å):
C -0.879 3.878 7.144  -0.03
C -1.753 2.713 7.363  -0.36
C -1.798 2.139 8.801  -0.09
O -3.168 2.038 9.158  0.10
C -3.837 2.738 8.231  -0.56
O -5.034 2.930 8.239  0.14
O -3.089 3.075 7.179  0.10
H -1.064 4.644 7.897  0.09
H -1.071 4.381 6.196  0.09
H 0.196 3.701 7.125  0.09
H -1.492 1.858 6.739  0.15
H -1.268 2.819 9.468  0.13
H -1.226 1.223 8.656  0.13
C 7.331 -3.176 5.461  -0.02
C 6.189 -2.185 5.577  -0.36
C 5.176 -2.436 6.625  -0.10
O 4.857 -1.111 7.049  0.06
C 5.864 -0.273 6.662  -0.54
O 6.036 0.823 7.111  0.16
O 6.784 -0.944 5.929  0.08
H 8.075 -3.007 6.239  0.10
H 7.757 -3.113 4.459  0.09
H 6.998 -4.213 5.501  0.09
H 5.826 -2.031 4.561  0.16
H 5.614 -2.993 7.453  0.14
H 4.315 -2.956 6.206  0.14
C -10.753 3.331 -0.380  -0.02
C -9.508 4.132 0.013  -0.34
C -9.350 4.267 1.540  -0.13
O -8.039 3.870 1.801  0.06
C -7.457 3.350 0.638  -0.42
O -6.293 2.911 0.556  0.11
O -8.376 3.386 -0.394  0.06
H -10.798 3.317 -1.469  0.09
H -11.630 3.875 -0.027  0.09
H -10.746 2.368 0.132  0.09
H -9.476 5.124 -0.437  0.15
H -10.091 3.628 2.020  0.13
H -9.577 5.317 1.722  0.13
C 10.346 -1.703 -5.135  -0.03
C 8.949 -2.122 -4.782  -0.31
C 8.638 -3.570 -5.181  -0.12
O 7.920 -3.986 -4.086  0.08
C 7.985 -3.149 -3.051  -0.56
O 7.356 -3.210 -2.003  0.13
O 8.701 -2.089 -3.375  0.11
H 10.431 -1.697 -6.222  0.09
H 11.073 -2.414 -4.742  0.09
H 10.578 -0.694 -4.794  0.09
H 8.209 -1.483 -5.265  0.16
H 9.510 -4.197 -5.363  0.13
H 8.087 -3.693 -6.113  0.14
C -4.724 -1.295 -5.324  -0.02
C -5.353 -2.004 -4.159  -0.32
C -6.861 -2.331 -4.194  -0.07
O -7.027 -3.748 -3.913  0.09
C -5.834 -4.288 -4.133  -0.51
O -5.641 -5.514 -4.238  0.10
O -4.842 -3.335 -4.254  0.05
H -5.047 -1.761 -6.255  0.09
H -3.654 -1.499 -5.316  0.09
H -4.895 -0.219 -5.369  0.09
H -5.088 -1.617 -3.176  0.15
H -7.219 -2.083 -5.193  0.13
H -7.332 -1.713 -3.430  0.13
Br 1.248 0.021 0.694  0.57
C 1.682 0.341 -1.209  -0.70
C 0.913 1.534 -1.792  -0.62
Br 1.466 1.653 -3.733  0.55
H 1.636 -0.587 -1.780  0.05
H 2.764 0.438 -1.112  0.04
H 1.201 2.477 -1.327  0.05
H -0.171 1.502 -1.683  0.06
Br 1.448 -7.245 2.711  0.55
C 2.477 -7.908 1.134  -0.67
C 1.698 -7.536 -0.174  -0.66
Br 2.787 -8.279 -1.647  0.59
H 2.650 -8.979 1.243  0.05
H 3.423 -7.367 1.144  0.04
H 1.721 -6.465 -0.375  0.04
H 0.633 -7.768 -0.202  0.06
Br -2.329 6.744 -5.919  0.56
C -0.862 7.761 -6.797  -0.71
C -0.388 7.228 -8.102  -0.69
Br 1.001 8.441 -8.770  0.62
H -0.132 7.869 -5.995  0.05
H -1.306 8.718 -7.070  0.05
H -1.193 7.163 -8.834  0.06
H 0.123 6.265 -8.083  0.05

Output
Total charge = 0
ΔE to the lowest compared entry with this formula, charge and spin = 86.0 kcal per mole
2S+1 = 1
SMILES string = C[C@H]1COC(=O)O1.C[C@H]1COC(=O)O1.C[C@H]1COC(=O)O1.C[C@H]1COC(=O)O1.C[C@H]1COC(=O)O1.BrCCBr.BrCCBr.BrCCBr
Gap between HOMO and LUMO = 10.47 eV